A 2-piece molecular cluster, C10H17FN3S overall at a distorted geometry. Source: OMol25; level of theory: the ωB97M-V functional and the def2-TZVPD basis.

**DFT total energy**: -1053.1615 hartree
**Energy relative to the best compared isomer or geometry (same formula, charge and spin)**: 55.9 kcal per mole
**Net charge**: +1
**Lowest unoccupied orbital energy**: -0.162 Eh
**Frontier orbital gap**: 8.8 eV

```
32
Properties=species:S:1:pos:R:3:forces:R:3:nbo_charge:R:1
C -0.72078 1.24872 -0.34528 -1.0383 1.5698 -1.2403 0.1603
C 1.41809 0.18644 -0.20558 -0.1488 1.2395 0.1918 0.1691
C -1.98543 2.02494 -0.60440 -0.7232 -1.6845 -0.8526 -0.4701
C -3.04638 1.25591 0.23718 -0.9245 2.7804 -1.2058 -0.2273
C -1.99776 -0.83190 -0.00500 0.2267 -0.3957 4.3613 0.6777
C 2.88132 -1.15024 1.29074 -2.0002 3.6793 -1.4707 -0.5723
C 3.80344 0.88339 -0.02691 0.7552 -1.7921 -4.1940 -0.6249
C 2.94073 -1.18128 -1.36978 -1.6502 -0.5914 3.4725 -0.5969
C -4.21564 -0.81449 0.34799 -2.1885 -2.5821 1.8446 -0.4497
C 2.84756 -0.30939 -0.07110 -0.6797 -0.2968 0.1504 -0.0739
N 0.43658 -0.61928 -0.16587 -1.2793 -1.9474 1.3475 -0.2559
N -0.81139 -0.04128 -0.13038 3.4624 0.9449 -1.6560 -0.2162
N -3.13678 -0.10610 -0.22532 0.0892 0.3036 0.2088 -0.4587
F -1.93318 -2.01080 -0.58723 0.2547 0.3237 -0.0772 -0.2844
S 0.87945 1.87092 -0.45162 -0.7386 -1.3014 0.5097 0.5382
H -1.90140 2.99565 -0.21097 0.1707 1.3866 0.3614 0.2523
H -2.29883 2.10522 -1.72859 0.8763 -0.4195 1.9781 0.2777
H -2.80356 1.45108 1.30307 -0.1702 -0.8269 -0.1935 0.2150
H -4.01703 1.81017 0.02012 0.9825 -1.1302 0.4431 0.2514
H -2.00329 -1.09819 1.74264 0.1728 0.2714 -3.4836 -0.0220
H 3.88490 -1.27924 1.51335 1.7151 -0.7620 0.7649 0.2287
H 2.37736 -0.43135 1.99241 0.8318 -0.8163 -0.0315 0.2034
H 2.23775 -1.97834 1.22923 -0.3233 -1.4101 -0.1028 0.2296
H 3.81132 1.46802 0.79331 -0.4885 1.8761 2.9442 0.2225
H 4.87055 0.69335 -0.25809 -0.5368 -0.7501 0.4000 0.2529
H 3.56416 1.45451 -0.93186 -0.1418 0.5511 0.2243 0.2047
H 3.54256 -1.99075 -1.10100 1.8864 -1.0216 -0.5624 0.2360
H 1.97560 -1.66331 -1.42376 -0.2751 -0.2538 -0.2835 0.2218
H 3.04150 -0.64348 -2.23476 1.0811 1.1809 -2.1402 0.2205
H -3.96465 -1.24033 1.40207 -0.1813 1.1117 -1.2397 0.2101
H -5.18965 -0.32927 0.38266 0.4485 0.8079 -0.0176 0.2409
H -4.48712 -1.72932 -0.17725 0.5349 -0.0451 -0.4514 0.2397
```
Forces are in eV/Å.

A 2-piece molecular cluster, C10H17IN2O3P2S3 overall at a distorted geometry. Source: OMol25; level of theory: the ωB97M-V functional and the def2-TZVPD basis.

**DFT total energy**: -2901.0529 hartree
**Lowest unoccupied orbital energy**: -0.098 Eh
**Frontier orbital gap**: 4.1 eV

```
38
Properties=species:S:1:pos:R:3:forces:R:3:nbo_charge:R:1
C -0.18517 -0.82875 4.07494 -0.2533 -0.5600 0.5883 -0.6523
C -1.27470 -0.00958 5.03729 2.6938 0.6652 -1.5046 -0.5418
S -2.74469 0.37572 3.93715 -0.4148 0.1690 0.2788 0.2051
C -2.34753 1.67803 2.65064 0.3970 0.6086 -0.7941 -0.6142
C -1.66973 1.09713 1.26638 0.7047 -1.5716 -2.7676 0.4482
N -2.19972 -0.07897 0.47673 3.7544 3.0675 -0.6267 -0.5542
I -3.81419 -1.33315 0.73981 0.2646 0.6301 0.5535 0.5272
C -1.40944 -0.38235 -0.77692 2.5853 6.4612 3.5343 -0.1671
P -1.73950 -1.76288 -2.05491 0.6585 -1.1317 0.2069 0.7221
S -1.14093 -3.49802 -1.37489 -0.4402 0.7241 0.0667 -0.5109
C -0.26455 0.78957 -0.71206 -2.8804 -2.9196 -0.2159 0.2388
C 0.79749 0.83402 -1.96030 0.1824 0.4008 0.4031 -0.5843
C 2.31371 1.31918 -1.56800 2.5537 4.6547 -0.0314 0.4035
O 2.78154 2.57110 -1.60781 -3.4819 -7.3191 0.0425 -0.5343
N -0.44160 1.65458 0.51626 -4.2363 -4.1659 -1.5196 -0.7037
P 0.55992 3.06945 0.95550 1.9735 0.0583 2.0818 0.9476
S 2.27529 2.51813 1.72798 -1.1265 0.2265 -0.6140 -0.4710
H -0.75909 -1.48047 3.26552 1.2169 1.4673 1.7264 0.2229
H 0.58058 -0.10457 3.54672 -1.6008 -1.4694 1.1127 0.2302
H 0.36882 -1.57745 4.78349 -0.7009 1.4636 -1.5255 0.2285
H -1.51984 -0.65477 5.98544 -0.1459 1.5258 -2.0684 0.2691
H -0.76025 1.02490 5.31240 -1.2204 -2.2804 -0.1430 0.2296
H -1.71031 2.52284 3.16600 -1.0420 -1.6971 -1.4586 0.2697
H -3.39034 2.15404 2.32444 2.2399 -1.1650 0.8211 0.2873
H -0.95215 -1.43572 -3.23453 -0.3701 0.3863 0.3723 0.1530
H -3.18024 -1.72325 -2.33520 1.2246 0.5939 0.2173 0.0158
H 0.35767 1.53245 -2.81549 1.0171 -1.4801 1.8802 0.2827
H 0.89681 -0.28622 -2.35354 -0.3180 2.3274 0.5553 0.3328
H 3.09352 0.46848 -1.26336 -1.8250 1.6617 -0.6462 0.1844
H 0.68087 4.03022 -0.11909 -0.6976 -1.0138 0.2675 0.0594
H -0.14905 3.76328 2.03951 -0.2102 -0.7318 -1.5017 0.0164
C 2.96642 -2.18294 -3.92642 0.5181 0.2313 0.3489 -0.7202
C 1.67072 -2.50526 -4.65044 0.4927 -1.7127 -0.8395 0.7704
O 0.72592 -1.69147 -4.45316 -1.0384 0.3843 0.3899 -0.8472
O 1.70586 -3.54993 -5.35913 -0.5177 1.5771 0.8636 -0.7345
H 2.87326 -1.26964 -3.33101 0.0447 0.0252 -0.0137 0.1596
H 3.23239 -3.00644 -3.25705 0.0471 0.0290 -0.1635 0.2137
H 3.77223 -2.04129 -4.65285 -0.0488 -0.1208 0.1227 0.2177
```
Forces are in eV/Å.

An isolated ion of composition C10H17N2O2 and charge +1 at a distorted geometry. Source: OMol25; level of theory: the ωB97M-V functional and the def2-TZVPD basis.

**DFT total energy**: -650.8237 hartree
**Energy relative to the best compared isomer or geometry (same formula, charge and spin)**: 120.4 kcal per mole
**Net charge**: +1
**Lowest unoccupied orbital energy (alpha / beta)**: -0.172 / -0.173 Eh
**Frontier orbital gap (alpha / beta)**: 6.9 / 6.9 eV

```
31
Properties=species:S:1:pos:R:3:forces:R:3:nbo_charge:R:1
C -3.83015 -0.81453 -0.05798 -1.6048 -1.1293 1.7010 -0.7183
C -2.55259 -0.14566 -0.30159 -1.6649 -0.2421 -1.2657 0.1919
N -2.47373 1.09682 0.03574 3.6883 -0.4812 -1.2269 -0.4158
C -1.32976 1.85295 -0.13265 -1.0189 -0.5990 0.6952 0.0233
N -0.19768 1.22889 -0.26424 2.7102 -1.6209 -1.4052 -0.3958
C 0.17419 -0.01052 0.07234 -0.2699 -1.1153 1.3579 0.0425
C 1.35331 -0.62663 -0.56214 -1.1507 0.0904 -1.0759 0.7387
O 1.65129 -1.77855 -0.34789 0.6964 1.2741 -0.3983 -0.5430
O 1.82146 0.23494 -1.53248 -2.2267 -0.3344 1.5730 -0.5341
C 3.06046 -0.05016 -2.07736 1.6022 1.0047 0.0729 -0.0828
C 4.05394 1.05930 -1.63448 -1.6989 0.4078 1.1513 -0.6408
C -0.51373 -0.86323 1.11835 1.1146 -1.6207 -2.4082 -0.3484
C 0.43827 -1.25754 2.29889 -1.6279 -1.2567 0.2385 -0.3347
C -0.75856 -0.39076 2.45456 -2.2983 1.6903 3.8427 -0.4444
H -3.93730 -0.68785 1.10533 -0.2400 -0.9962 -1.9830 0.2536
H -3.80815 -1.86817 -0.42179 0.1826 0.6296 0.9091 0.2657
H -4.81363 -0.45693 -0.48877 1.3764 0.4474 0.1794 0.2746
H -1.78508 -0.61099 -0.91126 -0.0545 0.2740 0.3310 0.2428
H -3.21471 1.50727 0.46634 -2.7586 1.4795 1.4633 0.4237
H -1.24813 2.88342 -0.08724 -0.8384 1.7864 -0.1406 0.2301
H 0.48641 1.65113 -0.92753 -0.1563 -0.0486 0.8671 0.4643
H 3.30733 -0.96229 -1.62777 0.9396 -1.6808 -0.1438 0.2060
H 2.95882 -0.09393 -3.16283 0.0829 -0.2022 0.1819 0.1948
H 4.85159 0.69135 -0.95198 -0.1437 0.2386 -1.1579 0.2369
H 4.28636 1.52486 -2.58574 1.0841 0.5607 0.5097 0.2306
H 3.46651 1.80268 -0.95638 0.9433 -1.0408 -1.4025 0.2046
H -0.96055 -1.83906 0.74785 0.0714 1.4788 0.2917 0.2824
H 1.27006 -0.64757 2.18047 1.9822 0.1558 0.4929 0.2159
H 0.46655 -2.32316 2.74570 0.0745 2.0806 -1.1867 0.2594
H -1.65876 -0.82550 3.04914 1.6270 0.8279 -1.2036 0.2398
H -0.56404 0.71939 2.75739 -0.4233 -2.0585 -0.8603 0.2365
```
Forces are in eV/Å.

A 2-piece molecular cluster, C10H17N2O2S overall at a distorted geometry. Source: OMol25; level of theory: the ωB97M-V functional and the def2-TZVPD basis.

**DFT total energy**: -1049.2791 hartree
**Energy relative to the best compared isomer or geometry (same formula, charge and spin)**: 96.4 kcal per mole
**Net charge**: -1
**Lowest unoccupied orbital energy**: 0.078 Eh
**Frontier orbital gap**: 4.8 eV

```
32
Properties=species:S:1:pos:R:3:forces:R:3:nbo_charge:R:1
N 4.90971 -1.41219 2.88841 -3.3079 5.0959 -2.7863 -0.3152
C 4.31561 -0.50505 2.34640 1.9986 -2.9013 0.6614 0.2455
C 3.46192 0.52732 1.42978 -0.0082 -0.9782 0.4719 0.0511
O 4.27534 1.63053 0.97584 -1.3644 -0.7206 0.0791 -0.6925
C 2.14408 0.95138 2.25687 0.8023 0.8868 -0.0351 -0.3093
C 2.40703 2.27710 3.12506 -0.8524 1.7574 3.1514 0.2763
N 2.37310 3.18500 3.92439 0.3704 -4.6093 -4.3910 -0.3366
C 0.92653 1.28208 1.24881 -0.2046 0.5937 1.2029 -0.4172
C -0.44166 0.74520 1.93748 -0.7692 0.9622 -0.6296 -0.4219
C -1.22165 -0.36703 1.05807 0.0286 0.8597 0.5383 -0.5045
S -1.78143 -1.80411 2.15552 0.2455 0.1801 -0.0523 -0.0705
H 3.08878 -0.05732 0.49971 0.7101 0.5521 1.7612 0.2296
H 3.71915 2.10910 0.31059 0.7010 -0.5523 0.7805 0.4829
H 1.91258 0.06902 2.97452 0.1953 1.7141 -1.1644 0.2736
H 0.87342 2.43927 1.17157 0.0650 -2.0006 -0.0419 0.2261
H 1.11273 0.87410 0.19542 -0.3490 0.2924 1.5970 0.2297
H -1.14772 1.66694 1.98556 1.1582 -1.5988 0.1058 0.2180
H -0.28645 0.41246 3.03756 -0.0252 0.5154 -1.9983 0.2107
H -0.63153 -0.75147 0.15690 -0.9335 0.3555 1.3720 0.2612
H -2.19456 0.11314 0.66552 1.6223 -1.1022 0.5064 0.2489
H -1.08639 -1.72291 3.36465 -0.2428 0.5270 -1.3301 0.1009
C -2.81963 -2.04348 -4.13045 -0.4299 0.3724 -0.8482 -0.6247
C -2.78278 -1.15685 -2.87051 1.9067 -0.8613 -0.2873 0.1246
C -1.79602 0.00529 -3.10173 -0.2374 0.7389 -0.7008 -0.6277
O -2.32437 -1.89554 -1.85581 -0.4367 -0.1571 1.3559 -0.9642
H -1.83757 -2.46723 -4.37046 -0.0030 0.1080 0.2941 0.1839
H -3.52514 -2.87350 -4.01323 0.0907 0.1109 0.1908 0.1915
H -3.14522 -1.45901 -5.00307 -0.0663 -0.0402 -0.2178 0.1526
H -3.78567 -0.69203 -2.79835 -0.4762 0.0917 0.3316 0.0613
H -0.77787 -0.34714 -3.30582 -0.1684 -0.2445 0.1108 0.1814
H -1.75402 0.67207 -2.23235 -0.0901 -0.1702 0.0547 0.1768
H -2.11034 0.61191 -3.96324 0.0706 0.2225 -0.0828 0.1574
```
Forces are in eV/Å.

C10H17N2O3 as an isolated structure at a distorted geometry. Source: OMol25; level of theory: the ωB97M-V functional and the def2-TZVPD basis.

**DFT total energy**: -726.0580 hartree
**Energy relative to the best compared isomer or geometry (same formula, charge and spin)**: 63.0 kcal per mole
**Net charge**: +1
**Lowest unoccupied orbital energy**: -0.191 Eh
**Frontier orbital gap**: 7.9 eV

```
32
Properties=species:S:1:pos:R:3:forces:R:3:nbo_charge:R:1
C -1.99509 -0.78866 -3.28288 -0.4702 -1.0966 -2.1030 0.4708
C 0.87241 0.62211 0.55800 1.5829 -0.4134 0.2179 0.8976
C 0.06009 1.83384 -2.57815 2.3321 0.6951 2.0182 -0.4854
C 0.73564 2.40293 -1.26076 -4.4928 0.4597 0.9458 -0.1726
C -1.24294 1.26479 -0.65569 1.0095 -2.4933 1.8043 -0.2667
C -1.22045 1.32161 -2.18573 -4.3859 3.5628 0.3020 0.3864
C 1.29818 -1.04661 3.26080 -0.7906 3.2215 -3.7106 -0.6379
C -0.55059 -2.28541 2.19199 -0.0507 1.9675 3.4088 -0.6261
C 1.62863 -2.20566 1.01907 -1.7369 -0.0281 0.5247 -0.6351
C 0.64121 -1.43790 1.86894 0.5388 -0.7268 1.1206 0.2883
N -1.59422 0.15952 -2.80484 -0.9158 -1.6732 -0.6356 -0.1958
N 0.13667 1.46404 -0.21400 -0.2402 1.9341 -2.8127 -0.4474
O 2.06424 0.77887 0.71503 -0.4369 -0.1041 0.0072 -0.6226
O -2.55337 2.30643 -2.87275 2.7259 -0.0642 3.1159 -0.7266
O 0.11963 -0.34742 1.06120 -0.6824 0.3865 0.4391 -0.5438
H -2.33466 -1.59927 -4.02560 0.5600 1.2821 1.7327 0.3389
H 0.06189 2.54684 -3.36139 0.2149 0.0425 -1.1578 0.2780
H 0.64810 0.95086 -2.58401 1.0121 -0.9137 -1.5895 0.2419
H 1.78642 2.39935 -1.35336 1.0106 0.2828 0.4202 0.2598
H 0.17236 3.39339 -1.07227 1.7722 -1.0138 -0.0883 0.2027
H -1.81591 2.08443 -0.32079 -1.0386 0.8551 0.3946 0.2352
H -1.54394 0.29260 -0.13409 -0.2850 1.3515 -1.1467 0.2799
H 0.59264 -0.68420 3.93319 -1.6638 -0.5875 1.6105 0.2197
H 1.98133 -1.75490 3.56772 1.2070 -1.4441 0.8952 0.2283
H 1.75954 -0.05806 3.11559 0.9284 -0.5597 -0.3416 0.2366
H -1.27175 -2.55526 1.53371 -1.6911 -0.5357 -2.9535 0.2097
H -1.14620 -1.83928 3.03811 0.5838 -0.0935 -0.7370 0.2133
H -0.18686 -3.16487 2.61379 0.7240 -1.7100 0.7343 0.2245
H 2.47712 -1.63215 0.92310 1.9408 1.2296 -0.8741 0.2379
H 1.91202 -3.10169 1.48763 0.2931 -1.2386 0.8981 0.2222
H 1.13651 -2.49978 0.11734 -0.0175 0.0598 -0.9837 0.1973
H -2.62867 3.17952 -2.29893 0.4622 -2.6344 -1.4559 0.4911
```
Forces are in eV/Å.

A 2-piece molecular cluster, C10H17N2P overall at a distorted geometry. Source: OMol25; level of theory: the ωB97M-V functional and the def2-TZVPD basis.

**DFT total energy**: -841.9438 hartree
**Energy relative to the best compared isomer or geometry (same formula, charge and spin)**: 94.8 kcal per mole
**Lowest unoccupied orbital energy (alpha / beta)**: 0.002 / 0.002 Eh
**Frontier orbital gap (alpha / beta)**: 7.7 / 7.7 eV

```
30
Properties=species:S:1:pos:R:3:forces:R:3:nbo_charge:R:1
C 3.15417 -2.85283 2.08623 2.7519 1.1566 3.6164 -0.3327
C 2.85425 -3.10519 0.83827 -1.5532 -0.0770 -4.2135 0.0493
C 2.40286 -1.95868 2.87534 -0.7836 -1.2507 -0.9132 0.1033
C 1.15281 -1.68757 1.05031 -3.5522 2.4695 -0.2553 0.4107
C -0.02484 -1.74045 -2.49866 -1.2184 0.8652 2.5123 -0.6015
C -2.44390 1.76596 -0.49154 -0.0647 1.1579 -2.9962 -0.6456
C -1.82596 1.22843 1.79018 -0.0168 0.3035 2.6665 -0.6229
C -0.05576 2.04571 0.29164 -0.1045 -1.0542 1.1975 -0.6282
C -0.22872 -0.33533 -1.81279 0.0077 -1.5142 0.0273 -0.7820
C -1.36844 1.18384 0.40344 1.7401 0.5800 -0.8504 -0.3346
N 1.75353 -2.46651 0.24949 1.6985 -1.3703 0.3664 -0.5078
N 1.33123 -1.39992 2.35891 0.0091 0.2084 -0.2547 -0.4905
P -1.09075 -0.62649 -0.22875 1.0296 0.0558 1.6315 0.7149
H 4.12716 -3.05506 2.55225 -0.4092 -0.8966 -0.4308 0.2237
H 3.40052 -3.74310 0.11786 -0.1519 0.3402 0.8520 0.2144
H 2.64031 -1.92165 3.93428 -0.1559 0.6810 -0.0440 0.2003
H -0.44509 -1.78403 -3.46520 -0.1887 -0.0811 -1.1163 0.2067
H 1.00488 -1.82785 -2.42245 1.9527 -0.9786 -0.6519 0.2205
H -0.46445 -2.52404 -1.85072 0.1709 0.2083 -0.5375 0.2101
H -1.97082 1.85503 -1.51790 -0.6699 -0.1351 0.7863 0.2011
H -3.30727 1.13329 -0.63574 -0.2073 -0.6427 0.1517 0.2175
H -2.94103 2.78924 -0.40783 1.2238 -0.9343 1.0102 0.2313
H -2.82058 0.78628 1.88289 0.0310 -0.0116 0.2574 0.2112
H -1.88248 2.31703 2.07985 -0.1778 -1.0130 -0.0437 0.2044
H -1.12762 0.73430 2.52519 -0.6551 0.3590 -0.7485 0.2240
H -0.17845 3.00528 0.78816 -0.5936 0.4712 -0.3996 0.2070
H 0.74964 1.63042 1.00219 -0.7411 -0.0247 -1.8063 0.2245
H 0.13659 2.17716 -0.78183 0.8117 -0.0105 0.5733 0.2115
H -0.78920 0.26601 -2.50072 -0.2963 0.7847 -0.0144 0.2300
H 0.73589 0.08897 -1.56282 0.1131 0.3532 -0.3724 0.2295
```
Forces are in eV/Å.

Question: Which of these has the lowest DFT total energy?
Answer: C10H17IN2O3P2S3

Question: What is the formula in the third record?
Answer: C10H17N2O2